Below is a cluster of 2 separate species, C11H18N4 in total, with properties calculated with the ωB97M-V functional and the def2-TZVPD basis.

XYZ file:
```
33
Properties=species:S:1:pos:R:3:forces:R:3
C 0.567064 3.876336 2.662003 -0.05 0.88 1.28
C -0.627642 -1.165788 -2.536822 -1.26 -0.60 0.23
C 0.544224 2.539830 2.635732 -0.72 -2.59 -0.41
C -1.776462 -1.805146 -2.876622 1.54 0.71 0.99
C 1.087803 3.324744 0.626557 -0.03 -2.33 2.23
C -1.705036 -1.465198 -0.674904 1.41 -0.11 -1.80
C 1.878053 -0.964503 1.669051 1.67 -0.91 0.99
C 1.795442 -0.395501 -1.294002 0.69 -2.60 -1.36
C -3.675762 -2.553616 -1.406997 -1.33 -2.10 -3.45
C 0.729564 -1.009603 0.825652 -3.24 -0.55 -2.19
C 0.618602 -0.831698 -0.513068 1.80 1.15 2.08
N 0.949203 4.345949 1.430219 0.02 1.16 -0.28
N -0.561145 -0.958989 -1.188148 -2.73 -1.60 -0.63
N -2.358651 -2.059507 -1.654938 -1.34 2.07 0.45
N 0.905449 2.186243 1.336121 -0.41 3.84 0.51
H 0.342614 4.531342 3.477500 -0.01 0.23 0.13
H 0.161549 -0.873332 -3.101292 1.91 0.71 -1.82
H 0.139653 1.702875 3.280774 0.87 1.68 -0.40
H -2.138990 -1.952681 -3.874045 -0.47 -0.60 0.10
H 1.268742 3.260154 -0.370909 0.79 0.52 -2.63
H -2.001280 -1.317974 0.311142 -0.62 -0.32 1.35
H 1.691691 -0.267499 2.519412 0.78 -0.49 -0.48
H 2.010838 -1.996674 2.072207 -0.11 0.76 0.21
H 2.783574 -0.841507 1.064459 0.09 0.63 0.74
H 2.276852 0.051823 -0.490534 2.18 1.22 0.40
H 2.389016 -1.321469 -1.661778 -0.74 1.49 0.68
H 1.697225 0.236100 -2.168615 -0.40 0.35 0.20
H -4.400022 -2.321667 -2.254940 1.19 -0.10 0.92
H -3.534724 -3.638904 -1.430649 -0.69 0.04 0.47
H -4.120493 -2.185111 -0.545488 -0.38 0.53 1.79
H -0.181087 -1.346923 1.319260 0.07 0.05 0.08
H 0.988732 1.298214 0.954691 -0.06 -2.02 -0.74
H 1.147523 5.333421 1.168216 -0.43 -1.07 0.37
```
Positions in Å, forces in eV/Å.

Values from the calculation:
* calculated total energy: -648.3500 Eh
* 2S+1: 1
* orbital gap: 9.287 eV
* charge: +2
* HOMO: -0.574 hartree


Below is a cluster of 6 separate species, C36H43F40I2NO7PS in total, with properties calculated with the ωB97M-V functional and the def2-TZVPD basis.

XYZ file:
```
131
Properties=species:S:1:pos:R:3:forces:R:3
C 1.262236 0.823722 -4.060064 -0.08 0.13 0.05
C 0.390684 0.295424 -5.187129 0.07 -0.10 0.05
O 0.498660 -1.105293 -5.335955 0.03 0.21 -0.32
C -1.093494 0.722690 -4.990309 0.05 0.21 -0.15
O -1.919705 -0.385569 -4.648741 0.21 -0.05 0.28
C -2.780153 -0.321994 -3.541851 -0.05 0.13 -0.01
C -3.567960 -1.661967 -3.523305 0.03 -0.19 -0.14
I -4.017050 -2.295881 -5.536635 0.02 -0.13 0.06
C -3.036487 -2.894280 -2.771187 -0.14 -0.06 0.12
C -3.176809 -2.853485 -1.244553 -0.11 0.24 -0.05
I -1.073008 -3.547463 -3.324112 0.03 -0.06 0.02
C -1.901042 -0.140750 -2.278175 0.15 -0.13 0.14
N -2.678953 0.191241 -1.030435 0.01 0.20 0.07
C -3.569894 1.393068 -1.192956 -0.03 0.05 -0.15
C -4.535732 1.102967 -2.328604 0.42 -0.09 0.04
C -3.727070 0.901165 -3.624867 -0.03 -0.01 0.22
P -4.846419 1.089660 -5.071719 -0.43 0.61 -0.04
S -5.640093 2.868898 -5.098692 0.14 -0.15 -0.01
H 1.164394 1.911002 -3.985005 0.07 -0.09 0.01
H 0.953094 0.394528 -3.097442 0.09 -0.01 -0.06
H 2.317536 0.594809 -4.213084 -0.08 -0.05 -0.03
H 0.726797 0.733248 -6.131781 -0.03 0.01 0.07
H 0.875740 -1.482909 -4.540355 0.00 -0.06 0.18
H -1.128684 1.508731 -4.228158 -0.02 -0.02 -0.07
H -1.478606 1.166718 -5.914165 -0.05 -0.13 0.05
H -4.562711 -1.485608 -3.106367 0.06 0.01 -0.01
H -3.640574 -3.732236 -3.112953 -0.01 0.11 -0.02
H -3.340743 -3.855944 -0.861922 0.13 -0.01 0.05
H -2.302382 -2.446865 -0.726894 -0.06 -0.11 -0.04
H -4.077023 -2.281755 -0.961997 0.01 -0.15 -0.02
H -1.304841 -1.032007 -2.072757 -0.11 0.05 -0.09
H -1.204490 0.687019 -2.419860 -0.15 0.01 -0.03
H -2.017022 0.348089 -0.267610 0.00 0.00 -0.03
H -3.247201 -0.611793 -0.746242 0.06 -0.03 -0.08
H -2.913883 2.230452 -1.440860 -0.08 0.00 0.10
H -4.063798 1.590301 -0.241188 0.04 -0.10 -0.04
H -5.100341 0.196879 -2.079410 -0.19 0.19 -0.05
H -5.230204 1.938139 -2.442184 0.01 -0.08 0.01
H -3.088379 1.789369 -3.714758 -0.08 -0.05 -0.13
H -4.107419 0.723112 -6.200175 0.09 -0.10 0.05
H -5.776488 0.053828 -4.925563 0.05 -0.12 -0.04
C 5.969562 1.122665 -0.918641 0.43 0.05 -0.02
C 4.766198 1.559774 -1.763358 -0.01 -0.06 0.03
C 3.959057 2.759940 -1.263008 0.02 0.03 0.02
F 3.416581 2.502000 -0.056242 -0.04 -0.01 0.02
F 2.944165 2.996549 -2.127749 -0.05 0.00 -0.07
F 3.941874 0.513861 -1.987618 -0.04 0.00 -0.02
F 5.270880 1.961356 -2.966610 0.00 -0.02 0.00
O 5.756391 0.027843 -0.050895 -0.47 -0.12 -0.15
C 5.329797 0.180991 1.232599 0.16 -0.04 0.11
C 4.027753 -0.592569 1.495147 0.06 -0.04 0.03
F 3.047725 -0.161052 0.669395 -0.03 0.03 -0.04
F 3.638771 -0.371619 2.766208 -0.01 -0.01 -0.02
F 5.218261 1.467796 1.592071 -0.02 0.06 0.02
F 6.255577 -0.384851 2.048941 0.05 0.07 0.01
H 6.696874 0.757141 -1.642192 0.01 0.01 0.03
H 6.412911 1.974849 -0.402445 -0.10 0.02 0.01
H 4.590812 3.648830 -1.203236 -0.02 0.02 0.02
H 4.194164 -1.659495 1.337748 -0.02 -0.01 -0.01
C -6.304518 -5.332824 3.089653 -0.28 -0.27 0.22
C -5.472067 -5.294969 1.803973 0.01 0.04 -0.05
C -3.975802 -5.609774 1.907762 -0.07 0.08 -0.05
F -3.348347 -4.713830 2.691599 0.03 0.06 0.02
F -3.443957 -5.504617 0.662079 0.07 -0.13 0.00
F -5.634732 -4.113540 1.161383 0.01 0.00 0.02
F -5.972993 -6.276140 0.998496 -0.01 0.01 0.01
O -6.557237 -4.089865 3.710448 0.23 0.33 -0.36
C -5.725310 -3.564907 4.657661 -0.15 -0.08 0.13
C -5.229470 -2.167140 4.253511 -0.08 0.00 0.05
F -4.576269 -2.220289 3.066963 0.02 -0.01 -0.04
F -4.369366 -1.718522 5.187044 0.01 0.01 -0.01
F -4.700898 -4.380495 4.947957 0.07 -0.01 0.02
F -6.441326 -3.389023 5.789127 0.03 -0.06 0.06
H -7.285507 -5.683954 2.772450 0.01 0.00 0.03
H -5.900050 -6.065292 3.789120 0.09 0.04 -0.04
H -3.808794 -6.619527 2.286992 0.02 0.00 -0.01
H -6.076903 -1.484919 4.170825 0.01 0.01 -0.02
C 8.119051 -1.392233 4.466438 -0.31 0.37 -0.16
C 8.534642 -2.809059 4.055507 0.11 -0.01 0.06
C 7.965845 -3.982999 4.861117 -0.03 0.03 -0.06
F 8.382272 -3.928772 6.140106 0.04 0.03 0.07
F 8.413714 -5.134153 4.317088 0.00 -0.04 0.00
F 9.873873 -2.908942 3.981779 0.00 0.02 0.01
F 8.025935 -2.980501 2.794575 -0.01 0.00 -0.02
O 9.025083 -0.663345 5.277627 0.41 -0.44 0.10
C 8.950210 -0.690468 6.637611 -0.17 0.24 -0.17
C 10.257774 -1.156312 7.293361 0.00 0.05 -0.05
F 10.570013 -2.393870 6.872672 -0.02 -0.04 -0.02
F 10.072386 -1.186457 8.631039 0.02 0.00 0.01
F 7.899491 -1.407599 7.069058 0.02 -0.10 0.12
F 8.747235 0.588097 7.062046 -0.08 0.02 0.05
H 8.091786 -0.834466 3.533438 0.01 0.00 0.01
H 7.108707 -1.388208 4.878474 0.04 -0.11 0.02
H 6.873083 -3.976159 4.831366 -0.01 0.01 0.03
H 11.065948 -0.465181 7.048419 0.02 -0.01 0.00
C 4.859683 0.169031 9.285050 0.33 -0.01 0.34
C 4.586578 -0.600561 7.988250 -0.04 0.02 -0.09
C 4.968914 0.087575 6.672665 0.06 0.00 0.06
F 4.237724 1.198803 6.471762 -0.05 0.01 -0.03
F 4.725720 -0.768005 5.646240 0.01 -0.02 -0.04
F 3.308205 -1.022149 7.938754 0.00 0.03 -0.02
F 5.393366 -1.702637 8.031856 -0.08 -0.06 0.07
O 3.762031 0.849289 9.858393 -0.37 -0.15 -0.35
C 3.475939 2.149739 9.564202 0.09 0.05 0.20
C 2.057148 2.304223 8.994311 0.01 -0.01 0.07
F 1.920333 1.573967 7.869673 0.01 -0.02 -0.03
F 1.853230 3.603328 8.685906 -0.02 0.00 0.00
F 4.388890 2.705149 8.750213 0.03 0.02 -0.08
F 3.490118 2.848235 10.723736 0.07 0.05 -0.01
H 5.113654 -0.601841 10.011389 0.00 0.03 0.01
H 5.729321 0.817806 9.173283 -0.04 0.00 -0.10
H 6.031382 0.341132 6.672607 -0.01 0.05 0.02
H 1.322976 1.981621 9.734140 -0.02 -0.01 -0.01
C -6.936701 3.469370 -9.452319 -0.26 -0.35 0.16
C -5.450987 3.822841 -9.587693 -0.03 0.11 -0.07
C -4.859482 4.774537 -8.545573 0.06 -0.06 0.06
F -5.451375 5.982108 -8.598984 -0.02 0.03 -0.02
F -3.540109 4.935590 -8.804292 0.02 0.02 -0.01
F -5.171488 4.255094 -10.828931 0.00 -0.02 0.01
F -4.776822 2.642603 -9.387930 0.01 -0.04 0.01
O -7.835984 4.181599 -10.275000 0.36 0.29 -0.25
C -8.453647 5.326776 -9.860539 -0.18 -0.12 0.03
C -8.136827 6.513259 -10.784387 -0.04 -0.05 -0.02
F -6.809469 6.734473 -10.820292 0.03 -0.01 0.01
F -8.743391 7.613854 -10.291235 0.00 0.01 -0.01
F -8.178853 5.620034 -8.578657 0.05 0.05 0.06
F -9.789946 5.125705 -9.949286 -0.02 0.00 0.08
H -7.003962 2.440736 -9.804801 -0.03 0.01 0.01
H -7.241212 3.483726 -8.404680 0.08 0.08 0.00
H -4.971827 4.350842 -7.545328 -0.03 0.02 0.05
H -8.504423 6.309189 -11.791309 0.01 0.01 -0.01
```
Positions in Å, forces in eV/Å.

Values from the calculation:
* calculated total energy: -7308.3598 Eh
* 2S+1: 1
* orbital gap: 8.537 eV
* charge: +1
* HOMO: -0.427 hartree